{"formula": "C87H180InN9O15", "method": "wB97M-V/def2-TZVPD", "elements": ["O", "H", "C", "C", "H", "H", "H", "H", "H", "H", "H", "C", "H", "C", "H", "C", "C", "H", "H", "C", "H", "C", "C", "N", "H", "O", "H", "C", "H", "H", "C", "H", "O", "N", "H", "O", "C", "H", "H", "O", "C", "In", "H", "H", "H", "C", "H", "O", "H", "H", "H", "C", "N", "H", "H", "C", "H", "H", "H", "C", "H", "C", "H", "O", "H", "C", "C", "C", "H", "H", "N", "H", "C", "H", "H", "H", "C", "H", "H", "H", "N", "H", "H", "C", "C", "C", "C", "H", "H", "H", "C", "H", "H", "H", "H", "H", "H", "N", "C", "H", "H", "H", "C", "C", "H", "O", "H", "C", "N", "H", "C", "H", "H", "H", "H", "H", "H", "N", "H", "H", "H", "H", "H", "H", "C", "C", "C", "H", "H", "H", "H", "H", "C", "O", "C", "H", "C", "C", "H", "C", "H", "C", "H", "H", "H", "H", "H", "H", "H", "O", "H", "H", "H", "H", "O", "H", "C", "H", "H", "H", "H", "H", "H", "H", "H", "C", "C", "H", "H", "H", "H", "C", "H", "C", "H", "C", "H", "H", "H", "C", "H", "H", "C", "H", "H", "C", "H", "H", "H", "C", "H", "C", "H", "C", "H", "C", "C", "H", "C", "H", "C", "H", "C", "H", "C", "H", "O", "H", "H", "C", "C", "H", "C", "H", "H", "H", "H", "H", "H", "H", "C", "C", "H", "H", "H", "H", "H", "H", "C", "C", "H", "C", "H", "C", "H", "C", "H", "H", "H", "C", "C", "C", "H", "H", "H", "H", "C", "H", "O", "C", "C", "H", "H", "H", "H", "C", "H", "H", "H", "C", "H", "O", "H", "N", "C", "H", "H", "H", "H", "H", "C", "C", "C", "O", "H", "H", "H", "H", "C", "H", "H", "H", "C", "H", "C", "C", "H", "H", "H", "H", "H", "C"], "positions_angstrom": [[5.53302, 5.79106, -5.03717], [13.48781, -4.60987, -0.84055], [10.88768, -2.44159, -1.33551], [8.03503, 1.39904, -8.28514], [15.02659, -1.55613, -2.57273], [4.98183, 0.61825, 5.08474], [15.38814, -2.60800, -1.33185], [3.08759, 5.81671, -1.51188], [15.31912, 4.12179, 0.02648], [12.36422, -1.60838, 1.85476], [19.74524, 5.97298, -2.26949], [4.89046, -4.83458, -6.32709], [5.30814, 0.00931, 0.16767], [4.00305, 2.49483, -5.23414], [8.14076, 3.72085, 3.87577], [14.53840, -2.05942, -1.73818], [13.58983, 3.65839, 5.61795], [10.13741, -3.20115, -1.55522], [3.92184, 0.83845, -2.21463], [9.43871, 1.15522, -7.74938], [14.50610, -3.82051, -2.89404], [9.19037, -3.69242, 7.49811], [6.40764, 2.46041, 3.39473], [8.36804, 8.73259, -2.82367], [4.65326, -0.91147, -4.61771], [6.60747, 6.53379, 0.64293], [12.13433, -4.46986, -2.03369], [11.21648, 2.70478, 5.82567], [12.11313, -4.37566, 1.22311], [5.91837, -6.46632, -5.65332], [6.17950, -3.19118, -4.18536], [10.56725, 10.92897, -3.11307], [9.59879, 3.48792, -6.97043], [12.83161, -1.95115, 0.11625], [13.41507, 1.64582, 1.90343], [4.95098, 7.34840, -0.49385], [10.48023, -0.62356, -6.28549], [2.91548, 5.25327, -5.08512], [8.49799, -0.48841, -6.70543], [4.54877, 3.42580, -1.56731], [10.14311, -1.12924, 6.29627], [6.83549, 5.56834, -2.21269], [3.95501, -5.03650, -5.80531], [11.18525, 6.01656, 1.02558], [7.85704, -5.07857, 6.38020], [4.62296, 6.95101, 1.85064], [1.19889, 2.85783, -2.56876], [7.73140, 2.96501, -0.85537], [3.86513, 0.19946, -3.81007], [4.77281, 3.78128, 2.95073], [4.79136, 6.10705, 2.51957], [10.30333, -2.40196, 5.46606], [10.11928, -3.61589, 6.29496], [12.12076, -0.36786, -1.60915], [5.51936, 4.19260, 4.49171], [12.04970, 2.24708, -5.77301], [15.64522, 0.03245, -0.30564], [3.53336, 0.96137, 1.45140], [15.21253, -1.28323, 0.87695], [9.42399, -0.26126, -7.23364], [8.84370, 11.31236, -4.21252], [6.32606, 5.10222, -7.22142], [10.88039, 2.83474, -3.52556], [5.70553, 2.36153, 1.05771], [6.98563, -0.86279, 3.38215], [5.99616, 0.35310, 4.78653], [12.65581, 2.11729, 3.94740], [9.16469, 10.16557, -0.95626], [12.68652, 3.76909, 0.92037], [9.61977, 3.66928, -4.43087], [17.07937, 5.17091, -2.80569], [6.79344, -0.36561, 0.73395], [3.87413, 0.52392, 2.38981], [19.90217, 4.78634, -0.97070], [14.23578, 3.41672, -2.13421], [7.21858, -4.39684, 7.83090], [10.28356, 8.00744, -1.21112], [2.74671, -3.06641, -6.21541], [1.97929, 3.63354, -1.26959], [13.52241, 6.23185, 1.93749], [5.21428, -2.60003, -5.19653], [6.39243, 8.32259, -4.64648], [11.07889, 6.71054, 2.59210], [10.57779, 0.36915, -5.10187], [4.87866, -3.24824, -6.51779], [15.27829, 3.71915, -2.03511], [5.93067, 1.99911, -3.67769], [9.85892, 0.10095, -4.32766], [7.92861, 1.33445, 4.39636], [10.81028, 3.42542, 6.53544], [9.61290, 9.16542, -2.03437], [4.42275, 2.79042, 4.31234], [13.41301, 4.38197, 6.41373], [10.50620, 7.13197, -1.82111], [11.64709, 9.84770, -2.44464], [15.71643, 2.56004, -0.27823], [11.70311, -3.10223, 4.02421], [11.71910, 4.44174, 4.13662], [6.22781, -4.79088, -4.26621], [19.48751, 4.33926, -2.54468], [13.03386, 0.92919, -0.90106], [4.73092, 3.10598, -5.76781], [19.27471, 5.10808, -1.80190], [13.76279, -3.17298, -2.42897], [13.29454, 1.43936, 4.51356], [9.23294, 4.50893, -1.00456], [11.78134, 1.50669, 3.72251], [3.48079, -2.72679, -6.94609], [9.55197, 2.13041, -6.62762], [5.77541, -3.62593, -1.99644], [7.06670, 10.67537, -2.26661], [9.50198, -0.91704, -8.10080], [9.59309, 7.59208, -0.47707], [10.71999, -4.37837, 8.82561], [5.68292, -1.84173, -2.48569], [10.50016, 5.49556, 4.75855], [15.38741, 6.65861, -1.47316], [6.09011, 1.57215, 2.20639], [7.06240, -2.98757, -7.34470], [9.28043, 2.17460, -3.66732], [8.24424, -2.37576, 4.55402], [14.27686, 4.07855, 4.88341], [12.25479, 3.10529, -6.41295], [12.14700, -1.46118, 4.58334], [5.75229, -0.47402, 1.03785], [7.83735, -4.15930, 6.96557], [17.34421, 3.81762, -0.74194], [10.17106, -1.62914, -6.00029], [9.89782, 1.92086, 0.70888], [7.15190, 11.17072, -4.83951], [15.72220, 2.88131, -2.57277], [6.51496, 2.73633, -4.22833], [17.75715, 5.15292, -1.45563], [17.49310, 6.26368, -3.54254], [5.54580, -2.88669, -2.76384], [13.50262, 6.27231, 3.66838], [11.76825, -2.43753, 4.88562], [8.25982, 11.28424, -1.51164], [6.45878, 10.12804, -1.54621], [14.84726, -0.53265, 0.17603], [10.48927, -4.48165, 0.41336], [7.58786, -2.63341, -4.31205], [8.44345, 10.00279, -5.29041], [11.09014, -0.96785, 6.81125], [8.33376, 2.85463, 2.45203], [6.19757, 1.13782, -4.29010], [5.27960, -1.28255, 3.65869], [10.10047, 5.32249, 2.17277], [3.62861, 1.19525, 3.21269], [5.31719, -1.25367, -5.22078], [7.19571, 1.27020, -7.60174], [9.30014, 8.23094, -4.41830], [8.86007, -0.33680, 8.04610], [5.58911, 8.50066, -3.02639], [10.32986, -4.76613, 5.57049], [7.14952, -5.21613, -3.86908], [10.50847, 1.90036, -5.48771], [11.52954, 0.24394, -4.58554], [14.31101, 4.92790, 2.97016], [3.28609, -1.65443, -6.93058], [6.51821, 2.42981, 0.55126], [7.97755, -2.91827, -5.28934], [6.14833, 1.92765, -2.61204], [10.31212, 2.40189, 5.29795], [7.76971, 0.73392, -9.10692], [14.84291, 6.16914, -2.28064], [10.66493, 9.86118, -2.91718], [12.68788, 2.17317, -4.89246], [15.84374, 4.06716, -4.74896], [6.36752, 4.01574, -7.29844], [8.02939, 11.83769, -0.60132], [6.47361, 5.39565, -5.73694], [9.80992, -5.78197, 8.13635], [15.59916, 4.99857, -2.81154], [8.97703, 3.84448, -6.33178], [13.46025, 5.59204, 2.81776], [16.76668, 6.32189, 0.11380], [7.88605, 2.41234, -8.65816], [3.90019, 6.18333, -3.01305], [6.88955, 1.61159, 4.57426], [3.81311, 2.87521, -1.28935], [8.01421, -1.17868, 6.88733], [8.95430, 3.30601, -0.74622], [8.21228, -2.92176, -3.46645], [2.57378, 1.36950, -3.21431], [3.62802, 1.09320, -3.23290], [8.33103, -2.42706, 8.89668], [5.88326, -3.50136, -8.51126], [10.96778, 2.61019, -0.59415], [6.04987, -5.38441, -5.67024], [12.44932, -2.81084, 5.65039], [10.51920, 1.35467, -8.81049], [11.41596, -0.65952, -6.84334], [9.75508, -4.74885, 8.47951], [5.53297, -5.24473, -3.55959], [5.97665, -0.46307, 3.48353], [12.85079, -3.93400, -1.41108], [14.37881, 0.19131, 0.84277], [12.20179, 4.81444, 2.75969], [9.84211, -0.30889, 5.64473], [11.09906, 5.74920, 2.07876], [18.02819, 5.91979, -4.26158], [13.39374, 2.46330, 2.62411], [4.03186, 1.53946, -5.75811], [8.99484, -1.17562, 7.36322], [13.84568, 5.89040, -1.94015], [8.87676, 7.77378, -3.68799], [15.04322, 5.67206, -4.87942], [8.60732, 9.54045, -0.25865], [5.22659, 3.36241, 3.84892], [9.97741, 2.23893, -0.33064], [10.81924, -3.14222, 1.39872], [9.15564, -2.42084, 8.18389], [8.85396, 12.01370, -2.06208], [14.40973, 2.83649, 2.75290], [11.65985, 1.82937, 6.30021], [11.51159, 1.32042, -8.36095], [3.18443, -3.23372, -7.86440], [10.41493, -1.56064, -0.90130], [2.19912, 6.35891, -3.07371], [15.13978, 4.76081, -4.28917], [2.85534, 4.32287, -3.10205], [7.36183, 4.20680, 2.35110], [5.41483, -1.50876, 1.09739], [11.13341, -2.13278, -2.35156], [4.58270, 7.90396, 2.37824], [5.33939, 9.68076, -4.20901], [13.63316, 0.24869, -2.37413], [17.68179, 6.31133, -0.47828], [7.44005, 9.69004, -3.43522], [17.81287, 3.86777, 0.24088], [2.98197, 5.77001, -2.59574], [10.60189, 2.36097, -9.22112], [9.29661, -2.37090, 4.27012], [6.93422, -5.31159, -6.30326], [13.13728, -0.01294, -1.43938], [9.76985, 1.38540, -0.97602], [18.43984, 6.46651, 0.28944], [5.78349, -1.92014, -7.99450], [8.03908, 10.63582, -4.50056], [5.39734, 0.30912, 2.31499], [12.27575, 3.26915, 4.90602], [9.40987, -3.17128, 3.53891], [4.46090, -2.89717, -2.86865], [6.50842, 11.52653, -2.65642], [1.75921, 2.39312, -5.26521], [2.56918, 3.08343, -5.50084], [14.85960, 7.04227, -2.93291], [12.16838, -1.15481, 1.03164], [5.43182, 6.97518, 0.56767], [1.60132, 3.82684, -2.27352], [7.31592, -3.32566, 6.49518], [7.28457, 5.31613, -7.69428], [10.04631, -2.22045, 8.77942], [4.91561, -5.38783, -7.26591], [13.79874, -1.13193, -0.68569], [3.30405, -0.39645, 2.51646], [17.65511, 7.14987, -1.17416], [3.58077, 6.93038, 1.53205], [4.37658, 2.32473, -3.72507], [13.13205, -2.84779, -3.25633], [11.43681, 5.43514, 4.96012], [9.36189, -1.45881, 3.67688], [4.13693, 3.57035, -2.89813], [12.41830, 3.51057, 1.94473], [11.43395, 3.05570, 1.83403], [0.81249, 4.57335, -2.18096], [14.09998, 4.44411, -4.37040], [9.13518, -4.88248, 9.36606], [5.59199, 5.72791, -7.72912], [2.43506, 4.40956, -4.58971], [7.56102, 3.37087, 3.02165], [11.31270, -3.83547, 0.71754], [7.56400, 5.20187, -5.15617], [11.17818, -5.05478, 5.91492], [7.50742, -1.54812, -4.25053], [17.82655, 3.01807, -1.30423], [10.85379, 9.46475, -3.91482], [11.99090, -3.02550, -0.45850], [2.31490, 3.44684, -6.49652], [12.51064, 1.49358, -6.41166], [10.00678, 10.62328, -0.43714], [10.05882, 2.69253, -4.22763], [10.46227, 0.64638, -9.63704], [6.00593, -2.91249, -7.60226], [6.10947, 9.00200, -3.84246], [11.03515, 8.34359, -0.49682], [6.75977, 2.25123, 5.44725], [1.37375, 4.65797, -4.59500], [14.04829, 2.86845, 6.21285], [6.30824, -0.29443, 5.60593], [15.92448, 3.55224, -0.67868]], "forces_ev_per_angstrom": [[-2.2188, 0.6125, 0.1513], [-0.1992, -0.1766, 0.1571], [-1.0639, 0.1300, -0.6306], [-0.9280, 0.4868, -1.2162], [-0.1707, 1.0373, 0.3191], [-0.1374, 0.3718, -0.1957], [-0.0063, 0.2500, 0.9791], [-0.5052, 0.2564, -0.0817], [0.5021, 0.8307, 0.3946], [-0.0675, 0.2723, 0.3846], [-0.5537, 0.5346, 0.4689], [-2.0387, 2.1278, -1.2188], [-0.6808, -0.1031, 0.0310], [-1.3770, 0.8324, -0.6468], [-0.4409, 0.2609, 0.3719], [0.0301, -0.8171, -0.2074], [-0.5749, 0.5194, 0.8491], [-0.3293, -0.0784, 0.4302], [0.0189, 0.0334, 0.2403], [-0.8352, 1.7066, 0.1931], [-0.1635, -0.3570, 0.1411], [0.7662, -3.4783, -2.8869], [-0.7365, 0.0609, -0.4727], [1.3014, -0.6974, 1.9265], [-0.1451, -0.1804, -0.0415], [0.8220, -1.0945, -0.1153], [-0.0078, -0.5313, 0.3759], [-0.3499, 0.2730, 0.2693], [-0.2465, -0.1904, 0.2258], [-0.0542, -0.2014, 0.5423], [-1.0195, -1.5060, 0.7015], [-0.7737, 0.0754, 0.2963], [0.1772, -0.1047, -0.8355], [2.4204, -1.3570, -0.6544], [0.1244, -0.3680, 0.4708], [-1.5067, 0.3055, -1.6993], [1.1434, 0.3466, 0.6342], [0.4768, -0.2164, 0.0192], [-0.4967, 0.2975, -0.3231], [-1.1002, -0.3128, -0.4281], [-1.3680, 0.3100, 1.2403], [0.5411, -0.3772, 0.6059], [0.0022, -0.4502, 0.1726], [0.6724, -0.5193, -0.1295], [0.3358, 0.3680, -0.3119], [-1.6882, 0.5747, 0.0443], [-0.2049, 0.1308, -0.4566], [0.2177, -0.6719, -0.0931], [-0.4911, 0.4654, -0.1203], [0.0718, 0.1714, -0.1121], [0.4806, 0.2381, -0.2290], [-0.4598, -0.4449, -0.7887], [0.7555, 2.6126, 1.8591], [-0.0210, 0.4920, -0.6339], [0.2122, -0.1687, 0.0997], [-0.5412, -0.5719, -1.2700], [-0.0100, -0.4528, -0.4358], [0.0732, 0.2091, 0.0698], [0.5899, -0.1453, -0.2381], [-0.8015, 0.1494, -0.1819], [-0.4177, -0.1356, 0.4104], [1.5802, 0.3384, 0.1180], [0.1586, 0.0262, -0.1359], [-0.6848, -0.6549, 1.3878], [-0.0646, 0.0762, -0.7666], [0.3056, 0.3204, -0.5910], [0.8059, -0.7121, -0.5429], [-0.6639, 0.0136, -0.8871], [0.4186, 0.2033, -0.0134], [0.3126, 0.1375, -0.2330], [-0.4270, -1.4211, 1.7329], [0.3674, -0.4552, 0.7753], [0.0436, -0.2299, 0.1378], [-0.2258, 0.3208, 0.4170], [-0.3559, 0.6805, 0.5631], [-0.2264, -0.0976, 0.2025], [-1.6713, -0.5313, -0.4467], [0.0794, -0.3802, 0.2881], [-0.2129, 0.2015, 0.4240], [0.5774, -0.2398, -0.2049], [-0.3768, -3.9611, 0.6886], [-0.5754, -0.3721, 0.0084], [0.0575, 0.0239, 0.2547], [-0.1725, -0.0092, -0.2055], [2.2800, 0.1635, -0.0800], [0.8761, -1.5228, -0.9468], [-1.3893, 0.6382, -0.2538], [-0.5378, 0.1717, -0.1867], [0.0814, -0.1228, 0.2471], [0.5876, 0.0371, 0.3938], [0.0424, 1.2933, 0.7728], [0.1367, -0.0238, 0.3308], [-0.1857, 0.5805, -0.3148], [0.7736, 0.2621, -0.0307], [0.0127, -0.4459, 0.2807], [0.1962, -0.4246, -0.3283], [0.5737, -0.0825, 0.0005], [0.8983, -5.0430, -2.8456], [0.2889, 0.1247, -0.4120], [-0.3832, -0.3729, -0.2078], [0.1184, -0.0834, 0.4322], [0.0447, 0.2975, 0.3075], [0.4308, -1.3527, -0.5647], [-1.2981, 0.0605, 0.9139], [0.0591, -0.0594, 0.2687], [1.0419, 0.2346, -0.4941], [-0.2601, 0.2010, -0.3011], [0.0472, -1.1300, 0.6255], [0.7963, -1.7151, 2.4208], [0.5147, 0.3755, 0.0558], [0.5716, 0.3023, 0.5499], [-0.2832, -0.0719, -0.1247], [-0.8081, 0.0532, -0.1778], [0.1843, -0.3223, -0.0500], [0.7608, -0.0590, 0.4571], [-0.3510, 0.8765, 0.7655], [-0.2108, -0.5775, 0.6974], [1.7096, 1.6183, 0.5824], [-0.2567, 0.0262, 0.5612], [-0.1543, -0.3295, -0.1384], [0.0206, -0.2122, 0.5178], [0.1503, -0.1601, 0.2785], [-0.3566, 0.6962, 0.7006], [-0.3107, 0.1654, -0.1246], [-0.3727, 0.5434, -0.7037], [-0.8153, 0.3526, 1.2809], [2.6144, 1.1572, -0.6182], [0.7439, -0.1440, 0.6300], [-0.1075, 0.2638, -0.0997], [0.3987, 0.2610, -0.5021], [0.3657, 0.0215, -0.7428], [-0.0350, 0.7803, 0.5699], [1.7593, -1.3454, -0.0859], [-0.2676, 1.4311, -0.2807], [-0.4307, 0.4927, -1.2844], [-0.3601, 0.0971, 0.1328], [-1.1699, -0.1900, 0.1992], [0.7889, -0.8989, 0.8344], [-0.1599, 0.0445, 0.0504], [0.1199, 0.2762, 2.2595], [0.4237, -0.2609, -0.4424], [-0.6291, 0.6099, 0.0377], [-0.1040, 0.2458, -0.5826], [0.0214, 0.4242, -0.0002], [-0.0330, -0.6936, -0.0606], [-0.4406, -0.6836, 0.5185], [0.1805, -0.4285, -0.1433], [-0.0681, -0.2266, 0.1181], [-0.1047, -0.0434, -0.0782], [0.6025, 1.9430, -0.7588], [0.4833, -0.2493, 0.7269], [0.3208, 0.1071, -0.4273], [0.8669, 0.3511, -0.1654], [0.5621, -0.3061, 0.2580], [-0.3479, -0.7693, -0.1190], [0.5462, 0.7204, 0.0945], [1.2758, -0.7259, -0.0935], [0.1460, -0.1002, -0.0476], [0.2411, 0.2000, -0.5229], [0.7727, 0.0741, -0.5719], [0.4498, 0.0744, -0.4784], [0.4353, -0.0124, 0.1850], [0.7600, -0.1975, -0.2557], [0.1955, -0.2605, -0.5023], [0.3392, -0.1466, -0.2808], [0.3611, 1.6443, 1.0075], [0.9894, 0.3018, -0.4345], [-0.3450, 0.6046, 0.2820], [-0.2976, -0.1145, -0.2282], [-1.0789, -0.0908, -0.2752], [-0.9347, 0.1622, -0.1398], [0.0781, 0.4372, 1.8841], [0.3034, 0.2004, -0.6863], [-0.1408, -0.2586, -1.3535], [-0.3768, 0.6609, 0.0479], [1.1108, 0.8980, 0.3711], [-0.3531, 0.0019, -0.1976], [0.3846, 0.1429, -0.1720], [0.2587, 0.0967, -0.0654], [-1.3609, -0.8992, 0.1917], [0.1978, -0.4323, 1.5954], [-0.0447, -0.2067, -0.5424], [-2.7255, 1.2780, -0.2656], [0.1048, -0.3687, -0.2190], [-0.1924, -0.7099, -0.2017], [-0.1694, 0.6407, 1.1173], [-0.0831, -0.3052, 0.2471], [-0.1830, -0.5262, 0.0959], [0.0174, -0.0556, 0.3824], [1.3806, -0.4415, 1.7134], [-0.0080, -0.1762, -0.0675], [0.7931, 0.5235, 0.0194], [0.3550, -0.1934, 0.2825], [-0.0188, 0.0817, 0.1882], [-0.7279, 0.2600, -0.3245], [-0.8514, 0.2151, 1.6883], [0.3778, 0.5850, -0.0999], [-0.1384, 0.1575, -0.0163], [-1.1620, -0.0041, 0.0005], [0.8041, 0.1332, -0.2364], [-0.0125, -0.5807, 0.9575], [-0.0020, -0.2369, -0.0253], [-2.3125, 1.4688, -0.3152], [0.3136, -0.3587, 0.4145], [-0.1466, -0.6124, -1.1716], [-0.0747, 0.2504, -0.1865], [-0.7412, -1.0660, -1.0179], [0.8329, 0.2992, 0.1177], [-0.2096, 0.3297, 0.3411], [-0.3870, -0.4916, -0.8766], [-0.0097, 0.5158, -0.9637], [0.2617, 0.1362, 0.1111], [-0.3881, 2.3460, 1.6749], [-0.0541, -0.1875, -0.5209], [-0.0811, 0.0767, 0.1004], [-0.2640, 0.0306, 0.4082], [0.0695, -0.7411, 0.1918], [0.0637, 0.4639, -0.3308], [-0.1984, -0.1818, 0.3521], [-0.2854, 0.0489, 0.6866], [0.1372, 0.3958, 0.3723], [-1.3473, 0.3910, 0.3138], [-0.6480, 0.2287, 0.2802], [0.1661, -0.0434, -0.0663], [0.8143, 0.0786, 0.0280], [0.8852, 0.0203, 0.1189], [0.4057, 0.4134, -0.2466], [-0.0314, -0.2361, -0.0875], [-1.8555, 1.1938, -0.5089], [-0.1775, 2.3584, 2.4294], [0.0140, -0.1844, 0.1159], [1.3845, -0.3769, -0.7054], [-0.8764, 0.1630, -0.1204], [-0.1648, 0.2497, -0.1923], [0.2715, 0.6025, 0.0813], [-1.4933, 0.4950, -0.5280], [-0.0515, -0.1062, 0.1201], [0.6058, -0.5448, -0.5945], [0.4033, 0.4024, 0.3324], [-0.5483, -1.4384, -0.6302], [0.2757, 0.1017, -1.2439], [0.8117, 0.5054, -1.6364], [0.2568, -0.3156, 0.2989], [-0.1738, -0.5220, -0.2429], [-0.4216, -0.3077, -0.2447], [0.1590, -0.2267, 0.3332], [0.6569, 1.8074, 2.1317], [-0.5851, -0.3615, -0.7318], [-0.7218, 0.5981, 0.3074], [1.7912, -0.7194, 0.0752], [1.4056, -1.1866, 0.3713], [0.0528, -0.2327, -0.5165], [0.1726, 0.4004, 0.0958], [0.3122, -0.5324, 0.1149], [-0.8841, 0.6941, -0.6134], [0.4598, -1.3006, -1.7745], [0.1230, -0.1974, 0.0923], [0.1025, 0.7086, 0.5365], [-0.1231, -0.4859, -0.1762], [1.6343, -0.3516, -1.2287], [-0.0425, 0.4344, 0.0073], [-0.9809, 2.8194, 1.3915], [0.4925, 0.2979, 0.0481], [0.2726, 0.6670, -2.8304], [0.1226, 0.2099, 0.6133], [0.0015, -0.2950, 0.2187], [0.2031, -0.0171, -0.2990], [0.0509, -0.7672, 0.4694], [-0.2985, 0.5732, 0.0947], [-0.4262, -0.7722, 0.2608], [-0.0987, -1.4241, -0.8470], [1.2317, 0.2303, -0.9481], [0.8039, 0.8841, -0.6918], [2.2409, -1.0460, -0.0292], [0.1497, -0.4100, -0.1960], [0.1804, 0.1356, -0.2541], [0.0926, -0.2097, -0.0151], [-0.2070, -0.5212, -0.0046], [-0.2494, 0.3863, -0.9973], [0.7062, -0.3298, -0.2985], [-0.3402, -0.6581, -0.0998], [0.2026, -0.2777, -0.0327], [-0.3204, -0.1385, -0.1967], [-0.0723, -0.0594, 0.0716], [-1.5375, 0.4409, -0.4643], [1.1232, -0.0077, -0.7307], [0.6589, 0.2961, -0.8627], [0.6033, 0.0339, 0.1505], [-0.1006, 0.1209, 0.1888], [0.0542, -0.5430, -0.5614], [0.5058, 0.1188, 0.0438], [-3.3526, 0.1692, 0.7871]], "lumo_energy_ev": -4.69, "mol_weight_g_mol": 1707.263, "de_lowest_kcal_mol": 6.5, "charge": 0, "multiplicity": 1, "e_tot_ha": -5233.6889}